1.
Molecular formula: C24H25N7O2S3
Method: DFT, ωB97M-V/def2-TZVPD

The energy is -2657.97859 hartree. For the strongest force on any atom, the calculation gives 0.0198 Eh/bohr. For the HOMO-LUMO gap, the calculation gives 0.302 hartree. As for the structure (SMILES): Cn1c(SCC(=O)Nc2ccc3nc(SCC(=O)N4CCCC4)sc3c2)nnc1-c1ccc(N)cc1.

Positions of all 61 atoms, in Å:
C: -4.225 -1.046 -1.984
N: -4.043 -0.943 -0.564
C: -4.941 -0.396 0.313
N: -4.504 -0.481 1.537
N: -3.316 -1.084 1.497
C: -3.019 -1.358 0.244
C: -1.753 -1.944 -0.142
C: -1.054 -2.675 0.824
C: 0.186 -3.202 0.552
C: 0.780 -3.012 -0.700
N: 2.045 -3.478 -0.953
H: 2.323 -3.559 -1.917
H: 2.408 -4.184 -0.334
C: 0.089 -2.267 -1.658
C: -1.154 -1.738 -1.384
H: -1.632 -1.130 -2.134
H: 0.547 -2.092 -2.621
H: 0.718 -3.759 1.310
H: -1.509 -2.809 1.793
S: -6.382 0.459 -0.199
C: -5.781 2.169 0.142
C: -4.384 2.276 -0.437
O: -4.191 2.454 -1.619
N: -3.405 2.081 0.492
C: -2.067 1.739 0.253
C: -1.363 1.162 1.307
C: -0.087 0.700 1.064
C: 0.516 0.822 -0.207
C: -0.183 1.452 -1.230
C: -1.464 1.904 -0.998
H: -2.021 2.372 -1.792
H: 0.278 1.563 -2.198
N: 1.759 0.269 -0.303
C: 2.124 -0.270 0.804
S: 3.621 -1.099 1.052
C: 4.321 -1.037 -0.633
H: 4.437 -2.069 -0.962
C: 5.688 -0.372 -0.688
O: 6.672 -1.004 -1.025
N: 5.747 0.930 -0.374
C: 4.668 1.816 0.013
C: 5.265 3.209 -0.169
H: 5.178 3.521 -1.211
C: 6.732 2.990 0.193
C: 7.026 1.626 -0.421
H: 7.354 1.712 -1.463
H: 7.780 1.052 0.122
H: 6.847 2.950 1.276
H: 7.385 3.767 -0.199
H: 4.777 3.951 0.460
H: 4.401 1.650 1.064
H: 3.778 1.656 -0.599
H: 3.581 -0.521 -1.243
S: 0.987 -0.138 2.148
H: -1.821 1.026 2.273
H: -3.705 1.886 1.441
H: -6.472 2.818 -0.393
H: -5.829 2.342 1.215
H: -3.781 -0.184 -2.488
H: -3.772 -1.967 -2.348
H: -5.294 -1.055 -2.197

Partial charges, Löwdin, in e:
1. C -0.029
2. N -0.026
3. C -0.662
4. N 0.028
5. N 0.068
6. C -0.261
7. C -0.164
8. C -0.036
9. C -0.041
10. C -0.333
11. N 0.114
12. H 0.101
13. H 0.101
14. C -0.031
15. C -0.040
16. H 0.101
17. H 0.114
18. H 0.115
19. H 0.114
20. S 0.972
21. C -0.333
22. C -0.550
23. O 0.058
24. N 0.133
25. C -0.218
26. C -0.039
27. C -0.452
28. C -0.326
29. C -0.009
30. C -0.008
31. H 0.102
32. H 0.117
33. N 0.037
34. C -0.944
35. S 0.942
36. C -0.336
37. H 0.069
38. C -0.535
39. O 0.053
40. N -0.056
41. C -0.167
42. C -0.160
43. H 0.115
44. C -0.164
45. C -0.138
46. H 0.130
47. H 0.126
48. H 0.114
49. H 0.109
50. H 0.111
51. H 0.112
52. H 0.108
53. H 0.073
54. S 1.045
55. H 0.117
56. H 0.131
57. H 0.084
58. H 0.079
59. H 0.095
60. H 0.098
61. H 0.075



2.
Molecular formula: C3H6N3S
Method: DFT, ωB97M-V/def2-TZVPD

The energy is -680.00006 hartree. The value obtained for the energy above the lowest of the compared OMol25 structures with the same formula, charge and spin is 69.59 kcal/mol. For the strongest force on any atom, the calculation gives 0.1142 Eh/bohr. As for the charge: +1. For the HOMO-LUMO gap, the calculation gives 0.344 hartree.

Positions of all 13 atoms, in Å:
C: 2.351 0.678 0.897
C: -1.104 0.630 -0.179
C: -0.322 -1.806 -0.066
N: 1.790 1.285 0.108
N: -0.656 1.695 -0.623
N: -0.824 -0.536 0.377
S: -2.606 0.019 0.314
H: 2.939 0.035 1.524
H: 0.361 -1.479 -0.792
H: -1.097 -2.455 -0.652
H: -0.035 -2.491 0.777
H: 0.378 1.969 -0.581
H: -1.174 2.455 -1.105

Partial charges, Löwdin, in e:
1. C 0.049
2. C -0.758
3. C -0.078
4. N 0.089
5. N 0.194
6. N -0.228
7. S 1.049
8. H 0.090
9. H 0.071
10. H 0.135
11. H 0.115
12. H 0.093
13. H 0.178



3.
Molecular formula: C47H41BrN9O5P2PtS2
Method: DFT, ωB97M-V/def2-TZVPD

The energy is -6856.58258 hartree. The value obtained for the energy above the lowest of the compared OMol25 structures with the same formula, charge and spin is 100.00 kcal/mol. For the strongest force on any atom, the calculation gives 0.0772 Eh/bohr. As for the charge: +1. For the HOMO-LUMO gap (alpha / beta), the calculation gives 0.145 / 0.145 hartree.

Positions of all 108 atoms, in Å:
Pt: 2.027 0.165 0.776
C: -5.592 -1.744 -0.352
S: -5.270 -0.928 1.233
C: -4.583 0.657 0.640
C: -3.072 0.619 0.463
C: -2.360 0.508 1.815
N: -0.915 0.425 1.704
P: 0.158 1.748 1.605
C: -0.248 2.725 3.095
C: -0.865 2.175 4.216
C: -1.145 2.967 5.315
C: -0.802 4.310 5.317
C: -0.160 4.856 4.216
C: 0.127 4.068 3.118
C: -0.413 2.952 0.328
C: -1.553 3.648 0.468
C: -1.979 4.654 -0.479
C: -1.290 4.895 -1.600
C: -0.074 4.120 -1.933
C: 0.511 3.219 -0.820
P: 0.016 -1.019 1.495
C: 0.000 -1.615 3.233
C: 0.524 -0.762 4.201
C: 0.530 -1.114 5.535
C: 0.014 -2.342 5.923
C: -0.507 -3.200 4.967
C: -0.510 -2.848 3.627
C: -0.724 -2.473 0.679
C: -2.073 -2.743 0.497
C: -2.462 -3.904 -0.154
C: -1.513 -4.799 -0.618
C: -0.168 -4.552 -0.395
C: 0.228 -3.402 0.261
H: -5.976 -2.732 -0.124
H: -4.673 -1.822 -0.923
H: -6.336 -1.181 -0.908
H: -4.859 1.396 1.392
H: -5.086 0.894 -0.296
H: -2.749 1.530 -0.042
H: -2.771 -0.218 -0.166
H: -2.710 -0.381 2.353
H: -2.609 1.387 2.419
H: -1.133 1.129 4.231
H: -1.632 2.533 6.175
H: -1.028 4.925 6.173
H: 0.120 5.898 4.218
H: 0.639 4.492 2.266
H: -2.185 3.488 1.330
H: -2.863 5.222 -0.236
H: -1.607 5.649 -2.304
H: 0.688 4.735 -2.408
H: 1.507 3.479 -0.438
H: 0.924 0.194 3.890
H: 0.939 -0.435 6.269
H: 0.022 -2.631 6.962
H: -0.916 -4.154 5.265
H: -0.918 -3.533 2.900
H: -2.823 -2.085 0.903
H: -3.513 -4.118 -0.286
H: -1.828 -5.698 -1.128
H: 0.574 -5.257 -0.735
H: 1.275 -3.212 0.457
N: 4.346 -3.572 -5.707
C: 4.239 -2.679 -4.697
C: 4.297 -1.298 -4.962
C: 4.191 -0.390 -3.935
C: 4.001 -0.837 -2.634
C: 3.954 -2.191 -2.345
C: 4.073 -3.109 -3.368
S: 3.967 0.372 -1.331
O: 4.924 1.383 -1.665
O: 4.137 -0.289 -0.045
N: 2.510 1.144 -1.130
C: 1.666 1.412 -2.100
N: 0.567 2.125 -1.775
C: -0.273 2.787 -2.755
C: 0.212 2.584 -4.134
C: 1.189 1.655 -4.328
N: 1.864 1.016 -3.360
H: 4.492 -3.253 -6.650
H: 4.358 -4.558 -5.525
H: 4.445 -0.965 -5.978
H: 4.259 0.669 -4.113
H: 3.822 -2.507 -1.323
H: 4.051 -4.168 -3.154
H: -1.317 2.455 -2.654
H: -0.266 3.095 -4.951
H: 1.484 1.368 -5.328
Br: -4.145 -2.343 -3.875
C: -2.260 -2.447 -3.687
C: -1.509 -3.313 -4.471
N: -0.197 -3.392 -4.359
C: 0.425 -2.654 -3.460
C: -0.249 -1.779 -2.612
C: -1.624 -1.665 -2.743
C: 0.443 -1.065 -1.489
O: 1.625 -1.348 -1.252
O: -0.256 -0.277 -0.803
H: -1.978 -3.958 -5.202
H: 1.499 -2.755 -3.400
H: -2.171 -0.988 -2.107
O: 3.198 -0.018 2.640
N: 3.161 0.763 3.616
C: 3.075 2.066 3.552
C: 3.006 2.746 2.316
N: 2.878 3.213 1.271
C: 2.892 2.803 4.742
N: 2.664 3.405 5.691

Atomic partial charges in e from the Löwdin method, atoms 1 to 99:
1. Pt 1.134
2. C -0.409
3. S 0.818
4. C -0.459
5. C -0.252
6. C -0.241
7. N -0.413
8. P 1.044
9. C -0.335
10. C -0.088
11. C -0.045
12. C -0.045
13. C -0.052
14. C -0.100
15. C -0.255
16. C -0.077
17. C -0.053
18. C -0.013
19. C -0.130
20. C -0.216
21. P 1.047
22. C -0.291
23. C -0.128
24. C -0.048
25. C -0.047
26. C -0.053
27. C -0.056
28. C -0.334
29. C -0.073
30. C -0.050
31. C -0.046
32. C -0.043
33. C -0.096
34. H 0.037
35. H -0.021
36. H 0.040
37. H 0.075
38. H 0.083
39. H 0.095
40. H 0.072
41. H 0.108
42. H 0.112
43. H 0.093
44. H 0.116
45. H 0.117
46. H 0.118
47. H 0.107
48. H 0.114
49. H 0.110
50. H 0.119
51. H 0.158
52. H 0.109
53. H 0.052
54. H 0.118
55. H 0.115
56. H 0.114
57. H 0.105
58. H 0.056
59. H 0.111
60. H 0.117
61. H 0.118
62. H 0.115
63. N 0.133
64. C -0.314
65. C -0.008
66. C -0.070
67. C -0.306
68. C -0.083
69. C -0.034
70. S 0.666
71. O -0.237
72. O -0.354
73. N -0.131
74. C -0.459
75. N 0.040
76. C -0.194
77. C -0.005
78. C -0.132
79. N 0.124
80. H 0.106
81. H 0.105
82. H 0.114
83. H 0.112
84. H 0.111
85. H 0.115
86. H 0.155
87. H 0.103
88. H 0.111
89. Br 0.774
90. C -0.642
91. C -0.171
92. N 0.094
93. C -0.053
94. C -0.087
95. C -0.052
96. C -0.647
97. O -0.050
98. O -0.101
99. H 0.109



4.
Molecular formula: C21H38O18
Method: DFT, ωB97M-V/def2-TZVPD

The energy is -2177.33472 hartree. The value obtained for the energy above the lowest of the compared OMol25 structures with the same formula, charge and spin is 23.58 kcal/mol. For the strongest force on any atom, the calculation gives 0.0942 Eh/bohr. For the HOMO-LUMO gap, the calculation gives 0.316 hartree. As for the structure (SMILES): C[C@H]1COC(=O)O1.C[C@H]1COC(=O)O1.C[C@H]1COC(=O)O1.C[C@H]1COC(=O)O1.C[C@H]1COC(=O)O1.CO.O.O.

Positions of all 77 atoms, in Å:
O: 1.089 -0.050 -1.245
H: 0.876 0.638 -0.613
H: 0.584 -0.808 -0.952
O: -0.057 2.311 -0.390
H: 0.116 3.252 -0.404
H: -0.985 2.241 -0.163
C: 3.012 2.374 0.935
C: 2.461 2.493 2.388
C: 2.855 1.292 3.259
O: 3.277 1.953 4.444
C: 3.479 3.262 4.225
O: 3.876 4.043 5.027
O: 3.160 3.559 2.900
H: 2.615 1.595 0.284
H: 4.080 2.157 0.968
H: 2.865 3.279 0.346
H: 1.380 2.625 2.352
H: 3.646 0.774 2.715
H: 2.016 0.614 3.414
C: -0.394 3.638 -3.872
C: -0.174 2.154 -4.057
C: -1.285 1.305 -3.539
O: -1.757 0.616 -4.687
C: -1.045 0.959 -5.745
O: -1.194 0.539 -6.884
O: -0.093 1.786 -5.414
H: -1.232 3.916 -4.511
H: 0.474 4.190 -4.234
H: -0.570 3.890 -2.826
H: 0.780 1.881 -3.607
H: -2.119 1.734 -2.984
H: -0.790 0.622 -2.848
C: 1.047 -5.048 -0.475
C: 0.885 -3.938 0.546
C: 0.638 -4.254 1.971
O: 1.428 -3.277 2.629
C: 2.264 -2.740 1.798
O: 3.080 -1.849 2.073
O: 2.130 -3.301 0.619
H: 0.151 -5.665 -0.545
H: 1.949 -5.643 -0.335
H: 1.190 -4.610 -1.463
H: 0.116 -3.238 0.218
H: 0.852 -5.272 2.296
H: -0.416 -4.087 2.194
C: -5.351 -1.362 -1.871
C: -3.950 -1.266 -1.206
C: -3.625 -2.325 -0.144
O: -2.434 -2.900 -0.606
C: -2.067 -2.410 -1.762
O: -1.067 -2.754 -2.362
O: -3.010 -1.540 -2.213
H: -5.445 -0.601 -2.646
H: -6.179 -1.252 -1.171
H: -5.567 -2.300 -2.383
H: -3.766 -0.299 -0.739
H: -4.411 -3.078 -0.097
H: -3.496 -1.847 0.828
C: -0.910 1.401 5.035
C: -1.600 0.434 4.040
C: -2.524 1.042 3.043
O: -2.059 0.499 1.794
C: -0.977 -0.197 1.976
O: -0.414 -0.859 1.078
O: -0.594 -0.130 3.223
H: -1.604 1.769 5.791
H: -0.532 2.249 4.464
H: -0.043 0.951 5.519
H: -2.174 -0.367 4.505
H: -2.445 2.128 3.012
H: -3.589 0.871 3.197
C: 4.188 0.542 -2.937
O: 3.656 -0.379 -1.949
H: 3.592 1.449 -2.840
H: 5.233 0.722 -2.685
H: 4.175 0.079 -3.924
H: 2.731 -0.186 -1.781

Partial charges, Löwdin, in e:
1. O -0.038
2. H -0.007
3. H 0.033
4. O -0.022
5. H 0.058
6. H 0.049
7. C -0.009
8. C -0.350
9. C -0.077
10. O 0.077
11. C -0.519
12. O 0.169
13. O 0.072
14. H 0.061
15. H 0.095
16. H 0.081
17. H 0.134
18. H 0.129
19. H 0.121
20. C -0.010
21. C -0.334
22. C -0.104
23. O 0.099
24. C -0.589
25. O 0.124
26. O 0.123
27. H 0.097
28. H 0.088
29. H 0.072
30. H 0.148
31. H 0.137
32. H 0.110
33. C -0.002
34. C -0.346
35. C -0.083
36. O 0.101
37. C -0.589
38. O 0.107
39. O 0.115
40. H 0.089
41. H 0.092
42. H 0.087
43. H 0.123
44. H 0.141
45. H 0.135
46. C -0.010
47. C -0.305
48. C -0.087
49. O 0.077
50. C -0.547
51. O 0.149
52. O 0.082
53. H 0.083
54. H 0.080
55. H 0.089
56. H 0.143
57. H 0.136
58. H 0.123
59. C 0.013
60. C -0.301
61. C -0.071
62. O 0.082
63. C -0.557
64. O 0.117
65. O 0.112
66. H 0.090
67. H 0.083
68. H 0.093
69. H 0.159
70. H 0.135
71. H 0.141
72. C -0.137
73. O -0.153
74. H 0.065
75. H 0.069
76. H 0.069
77. H -0.013